A | {"formula": "C78H65N13O26", "method": "ωB97M-V/def2-TZVPD", "elements": ["C", "C", "C", "C", "C", "C", "N", "O", "O", "H", "H", "H", "H", "H", "C", "C", "C", "C", "C", "C", "N", "O", "O", "H", "H", "H", "H", "H", "C", "C", "C", "C", "C", "C", "N", "O", "O", "H", "H", "H", "H", "H", "C", "C", "C", "C", "C", "C", "N", "O", "O", "H", "H", "H", "H", "H", "C", "C", "C", "C", "C", "C", "N", "O", "O", "H", "H", "H", "H", "H", "C", "C", "C", "C", "C", "C", "N", "O", "O", "H", "H", "H", "H", "H", "C", "C", "C", "C", "C", "C", "N", "O", "O", "H", "H", "H", "H", "H", "C", "C", "C", "C", "C", "C", "N", "O", "O", "H", "H", "H", "H", "H", "C", "C", "C", "C", "C", "C", "N", "O", "O", "H", "H", "H", "H", "H", "C", "C", "C", "C", "C", "C", "N", "O", "O", "H", "H", "H", "H", "H", "C", "C", "C", "C", "C", "C", "N", "O", "O", "H", "H", "H", "H", "H", "C", "C", "C", "C", "C", "C", "N", "O", "O", "H", "H", "H", "H", "H", "C", "C", "C", "C", "C", "C", "N", "O", "O", "H", "H", "H", "H", "H"], "coordinates": [[8.684, 17.741, 20.359], [8.881, 18.361, 19.108], [10.012, 19.080, 18.845], [11.001, 19.214, 19.808], [10.899, 18.546, 21.022], [9.707, 17.850, 21.317], [12.186, 20.133, 19.542], [13.134, 20.184, 20.261], [11.971, 20.874, 18.596], [7.783, 17.145, 20.570], [8.112, 18.340, 18.382], [10.028, 19.632, 17.905], [11.633, 18.760, 21.795], [9.571, 17.266, 22.221], [17.901, 10.234, 21.796], [17.562, 10.676, 23.078], [16.562, 11.632, 23.263], [15.957, 12.105, 22.112], [16.295, 11.727, 20.829], [17.237, 10.737, 20.670], [14.887, 13.106, 22.242], [14.460, 13.666, 21.232], [14.585, 13.439, 23.379], [18.538, 9.396, 21.651], [18.116, 10.311, 23.928], [16.270, 11.905, 24.242], [15.731, 12.160, 20.010], [17.599, 10.434, 19.692], [9.799, 10.617, 24.339], [10.436, 10.997, 25.506], [10.876, 12.312, 25.743], [10.715, 13.231, 24.743], [10.007, 12.921, 23.563], [9.574, 11.608, 23.390], [11.181, 14.639, 24.941], [11.090, 15.445, 23.998], [11.626, 15.012, 26.026], [9.466, 9.587, 24.235], [10.574, 10.215, 26.247], [11.516, 12.597, 26.569], [9.709, 13.639, 22.807], [9.059, 11.365, 22.476], [13.512, 17.147, 22.923], [14.380, 16.857, 21.884], [15.761, 16.940, 22.045], [16.284, 17.387, 23.254], [15.417, 17.687, 24.323], [14.037, 17.599, 24.107], [17.735, 17.617, 23.443], [18.498, 17.140, 22.619], [18.141, 18.296, 24.419], [12.434, 17.066, 22.806], [13.959, 16.554, 20.941], [16.387, 16.848, 21.169], [15.827, 17.950, 25.301], [13.447, 17.791, 24.991], [15.112, 10.926, 12.839], [14.439, 10.062, 13.701], [14.467, 10.233, 15.069], [15.116, 11.303, 15.611], [15.752, 12.213, 14.790], [15.768, 11.976, 13.406], [15.147, 11.447, 17.090], [14.514, 10.674, 17.799], [15.789, 12.407, 17.563], [15.121, 10.894, 11.759], [13.881, 9.204, 13.294], [14.069, 9.476, 15.727], [16.283, 13.045, 15.157], [16.177, 12.729, 12.771], [11.091, 17.578, 13.956], [10.357, 16.593, 13.346], [8.987, 16.679, 13.201], [8.364, 17.872, 13.624], [9.063, 18.893, 14.226], [10.429, 18.743, 14.370], [6.867, 17.969, 13.436], [6.415, 19.112, 13.603], [6.194, 16.967, 13.200], [12.147, 17.508, 14.112], [10.833, 15.708, 12.981], [8.437, 15.822, 12.819], [8.590, 19.766, 14.625], [11.072, 19.517, 14.769], [12.545, 8.019, 17.469], [11.583, 8.929, 17.118], [10.793, 9.466, 18.102], [10.986, 9.050, 19.386], [11.941, 8.132, 19.748], [12.714, 7.592, 18.735], [10.030, 9.587, 20.475], [9.270, 10.494, 20.172], [10.060, 9.057, 21.565], [13.181, 7.596, 16.689], [11.514, 9.202, 16.112], [10.035, 10.207, 17.889], [11.977, 7.776, 20.749], [13.457, 6.811, 18.786], [14.605, 18.148, 18.275], [14.813, 16.766, 18.213], [14.934, 16.088, 17.019], [14.841, 16.873, 15.888], [14.619, 18.211, 15.884], [14.520, 18.857, 17.083], [14.860, 16.216, 14.521], [14.467, 16.921, 13.626], [15.222, 15.069, 14.402], [14.432, 18.618, 19.243], [14.846, 16.183, 19.141], [15.100, 15.037, 17.080], [14.602, 18.745, 14.981], [14.364, 19.905, 17.109], [7.975, 17.865, 29.179], [7.707, 18.616, 28.051], [7.713, 18.037, 26.815], [8.090, 16.701, 26.654], [8.506, 15.960, 27.742], [8.456, 16.544, 29.011], [8.020, 16.041, 25.300], [8.272, 14.833, 25.168], [7.629, 16.753, 24.340], [7.797, 18.373, 30.140], [7.389, 19.635, 28.121], [7.419, 18.649, 25.972], [8.795, 14.933, 27.642], [8.687, 15.951, 29.876], [12.376, 13.873, 10.976], [13.004, 14.137, 12.177], [12.789, 13.386, 13.296], [11.883, 12.320, 13.202], [11.132, 12.106, 12.034], [11.402, 12.914, 10.944], [11.483, 11.544, 14.355], [12.030, 11.771, 15.446], [10.647, 10.689, 14.201], [12.544, 14.446, 10.083], [13.747, 14.919, 12.237], [13.240, 13.640, 14.232], [10.355, 11.339, 12.001], [10.959, 12.672, 10.009], [11.578, 13.083, 20.498], [11.179, 14.407, 20.487], [11.356, 15.207, 19.344], [11.956, 14.664, 18.235], [12.357, 13.346, 18.217], [12.146, 12.537, 19.353], [12.050, 15.461, 16.988], [11.615, 16.616, 16.970], [12.486, 14.905, 15.974], [11.459, 12.431, 21.352], [10.741, 14.858, 21.356], [11.008, 16.219, 19.304], [12.808, 12.982, 17.294], [12.555, 11.524, 19.386], [8.927, 12.563, 16.511], [8.445, 13.340, 15.444], [7.855, 14.550, 15.669], [7.695, 14.944, 16.974], [8.117, 14.162, 18.064], [8.806, 13.028, 17.734], [7.009, 16.248, 17.239], [6.766, 17.013, 16.283], [6.637, 16.440, 18.407], [9.480, 11.648, 16.337], [8.617, 13.040, 14.403], [7.492, 15.146, 14.831], [8.045, 14.598, 19.062], [9.404, 12.550, 18.471], [14.333, 9.252, 26.434], [14.685, 8.231, 25.580], [14.460, 8.320, 24.217], [14.004, 9.497, 23.679], [13.671, 10.588, 24.495], [13.830, 10.431, 25.897], [13.897, 9.660, 22.207], [14.365, 8.782, 21.489], [13.148, 10.538, 21.806], [14.583, 9.136, 27.470], [15.143, 7.338, 25.993], [14.694, 7.430, 23.637], [13.462, 11.579, 24.092], [13.748, 11.370, 26.422]], "mulliken_charge": [-0.7670, -0.7319, -0.5757, 0.3369, -0.8508, -0.5765, 1.1135, -0.6266, -0.6408, 0.4655, 0.8555, 0.5184, 0.9239, 0.5615, -0.7219, -0.6150, -0.6072, -0.3647, 0.1873, -0.5287, 1.3902, -0.2724, -0.7418, 0.4373, 0.4484, 0.6045, 0.3403, 0.4344, -0.8570, -0.5558, -0.9177, 0.1368, 0.3353, -1.1182, 0.9584, -0.2399, -0.6747, 0.4505, 0.4071, 0.6612, 0.7761, 0.6352, -0.5521, 0.3857, -0.1221, -0.2567, -0.4750, -0.9550, 0.9668, -0.5839, -0.5953, 0.6856, 0.0576, 0.5144, 0.4621, 0.4124, -0.6676, -0.2770, 0.0150, 0.2446, -0.9606, -0.3480, 1.0957, -0.4324, -0.6446, 0.4157, 0.2982, 0.3130, 0.5942, 0.3779, -0.1434, 0.1335, -0.6838, 0.0559, -0.6096, -0.5965, 1.1414, -0.6347, -0.6022, 0.3090, 0.2112, 0.4952, 0.5230, 0.4218, -0.7368, -0.5251, -0.2111, 0.2967, -0.7377, -0.6136, 1.1427, -0.6025, -0.6335, 0.4584, 0.6604, 0.4156, 0.6963, 0.3949, -0.9390, 0.4136, -1.0099, 0.0047, -0.8258, -0.7990, 1.1154, -0.6510, -0.5248, 0.7720, 0.2270, 1.0965, 0.6539, 0.4706, -0.4334, -0.4137, -0.4577, 0.1633, -0.1686, -0.6201, 1.0873, -0.5824, -0.6201, 0.3434, 0.3829, 0.4331, 0.4913, 0.3969, -0.8404, -1.4644, 2.0833, -0.5869, -0.6059, -0.8741, 0.7971, 0.5347, -0.6880, 0.4679, 0.3420, -0.0649, 0.5499, 0.4589, 1.1662, -0.3231, 0.2308, 0.5131, 0.0957, 0.2286, 0.9308, -0.4542, -0.1872, -0.8350, -0.3754, -0.4210, -0.4741, 0.0225, -0.6376, -1.0834, -0.5136, 0.3533, -0.9531, 0.8246, 0.9213, -0.5596, -0.5654, 0.2692, 0.4118, 0.6743, 0.4555, 0.3170, -0.8832, -0.4895, -0.4966, -0.2236, 0.8721, -1.2570, 1.0031, -0.6325, -0.3238, 0.4539, 0.4314, 0.4523, 0.4687, 0.4891], "lumo_energy_ha": -0.03767, "total_charge": 0, "spin_multiplicity": 1}


B | {"formula": "C78H65N13O26", "method": "ωB97M-V/def2-TZVPD", "elements": ["C", "C", "C", "C", "C", "C", "N", "O", "O", "H", "H", "H", "H", "H", "C", "C", "C", "C", "C", "C", "N", "O", "O", "H", "H", "H", "H", "H", "C", "C", "C", "C", "C", "C", "N", "O", "O", "H", "H", "H", "H", "H", "C", "C", "C", "C", "C", "C", "N", "O", "O", "H", "H", "H", "H", "H", "C", "C", "C", "C", "C", "C", "N", "O", "O", "H", "H", "H", "H", "H", "C", "C", "C", "C", "C", "C", "N", "O", "O", "H", "H", "H", "H", "H", "C", "C", "C", "C", "C", "C", "N", "O", "O", "H", "H", "H", "H", "H", "C", "C", "C", "C", "C", "C", "N", "O", "O", "H", "H", "H", "H", "H", "C", "C", "C", "C", "C", "C", "N", "O", "O", "H", "H", "H", "H", "H", "C", "C", "C", "C", "C", "C", "N", "O", "O", "H", "H", "H", "H", "H", "C", "C", "C", "C", "C", "C", "N", "O", "O", "H", "H", "H", "H", "H", "C", "C", "C", "C", "C", "C", "N", "O", "O", "H", "H", "H", "H", "H", "C", "C", "C", "C", "C", "C", "N", "O", "O", "H", "H", "H", "H", "H"], "coordinates": [[-29.662, -11.450, -16.628], [-28.465, -11.807, -15.929], [-27.563, -10.818, -15.537], [-27.863, -9.483, -15.915], [-29.026, -9.143, -16.607], [-29.926, -10.141, -16.999], [-26.977, -8.387, -15.446], [-27.337, -7.278, -15.796], [-25.951, -8.671, -14.766], [-30.314, -12.260, -16.848], [-28.222, -12.824, -15.639], [-26.599, -11.019, -15.082], [-29.218, -8.154, -16.832], [-30.834, -9.970, -17.593], [-30.593, -6.447, -14.574], [-29.953, -5.263, -14.599], [-28.832, -5.044, -13.819], [-28.451, -6.042, -12.958], [-29.019, -7.320, -13.017], [-30.114, -7.509, -13.835], [-27.401, -5.849, -12.010], [-27.062, -4.719, -11.775], [-26.888, -6.822, -11.472], [-31.511, -6.533, -15.123], [-30.312, -4.543, -15.332], [-28.334, -4.115, -13.991], [-28.689, -8.116, -12.300], [-30.575, -8.453, -13.947], [-25.724, -9.717, -20.095], [-24.823, -8.712, -20.373], [-23.739, -8.380, -19.523], [-23.790, -9.081, -18.309], [-24.816, -9.915, -17.903], [-25.799, -10.288, -18.788], [-22.567, -8.906, -17.378], [-21.623, -8.396, -17.902], [-22.592, -9.409, -16.286], [-26.401, -9.972, -20.870], [-24.905, -8.290, -21.375], [-22.975, -7.685, -19.837], [-24.727, -10.251, -16.880], [-26.611, -10.873, -18.454], [-18.357, 1.785, -15.545], [-18.752, 2.431, -14.370], [-19.941, 2.144, -13.766], [-20.873, 1.268, -14.416], [-20.513, 0.682, -15.647], [-19.267, 0.978, -16.204], [-22.192, 1.063, -13.853], [-23.012, 0.484, -14.551], [-22.435, 1.441, -12.729], [-17.419, 2.003, -16.101], [-18.086, 3.118, -13.918], [-20.207, 2.638, -12.861], [-21.272, 0.102, -16.167], [-18.984, 0.525, -17.155], [-26.159, -6.108, -18.706], [-27.041, -5.197, -19.244], [-26.653, -3.864, -19.334], [-25.498, -3.442, -18.724], [-24.658, -4.379, -18.144], [-24.921, -5.720, -18.199], [-25.078, -2.007, -18.752], [-25.586, -1.349, -19.641], [-24.316, -1.590, -17.910], [-26.451, -7.175, -18.663], [-28.035, -5.545, -19.523], [-27.211, -3.166, -19.857], [-23.737, -4.042, -17.728], [-24.184, -6.403, -17.788], [-26.384, 1.149, -14.886], [-26.780, 0.820, -16.232], [-27.702, -0.187, -16.469], [-28.328, -0.826, -15.417], [-27.989, -0.497, -14.113], [-26.979, 0.457, -13.828], [-29.396, -1.857, -15.640], [-29.563, -2.200, -16.798], [-29.882, -2.321, -14.661], [-25.647, 1.922, -14.739], [-26.347, 1.275, -17.126], [-28.070, -0.347, -17.477], [-28.433, -1.077, -13.327], [-26.598, 0.637, -12.807], [-26.866, -1.415, -10.590], [-25.683, -1.448, -11.272], [-24.696, -0.504, -11.102], [-24.980, 0.560, -10.227], [-26.270, 0.705, -9.631], [-27.157, -0.371, -9.721], [-24.004, 1.603, -10.028], [-22.811, 1.341, -10.111], [-24.433, 2.756, -9.809], [-27.570, -2.256, -10.611], [-25.518, -2.274, -11.985], [-23.720, -0.537, -11.585], [-26.555, 1.560, -9.089], [-28.160, -0.333, -9.324], [-25.922, -4.909, -8.905], [-26.384, -4.103, -7.851], [-25.627, -3.016, -7.400], [-24.376, -2.828, -7.983], [-23.928, -3.642, -9.026], [-24.720, -4.602, -9.516], [-23.470, -1.731, -7.455], [-23.925, -1.122, -6.492], [-22.308, -1.661, -7.806], [-26.583, -5.583, -9.380], [-27.380, -4.315, -7.455], [-25.994, -2.363, -6.621], [-22.992, -3.379, -9.561], [-24.619, -5.157, -10.443], [-20.191, -1.205, -10.037], [-19.484, -2.289, -9.501], [-18.157, -2.495, -9.835], [-17.523, -1.607, -10.660], [-18.150, -0.440, -11.105], [-19.517, -0.269, -10.855], [-16.085, -1.872, -11.056], [-15.613, -1.186, -11.920], [-15.475, -2.769, -10.497], [-21.233, -1.068, -9.846], [-19.917, -2.930, -8.748], [-17.612, -3.366, -9.551], [-17.589, 0.168, -11.741], [-20.073, 0.625, -11.134], [-23.195, -8.535, -12.961], [-23.731, -7.918, -11.854], [-22.965, -7.159, -11.052], [-21.650, -6.981, -11.291], [-21.002, -7.658, -12.370], [-21.819, -8.375, -13.218], [-20.878, -6.061, -10.372], [-19.672, -6.020, -10.528], [-21.554, -5.385, -9.609], [-23.799, -9.122, -13.655], [-24.792, -7.939, -11.589], [-23.474, -6.676, -10.176], [-19.931, -7.540, -12.456], [-21.393, -8.956, -14.062], [-17.992, -4.332, -12.844], [-18.366, -3.036, -13.286], [-17.579, -2.441, -14.227], [-16.434, -3.100, -14.702], [-16.111, -4.372, -14.235], [-16.888, -5.016, -13.288], [-15.613, -2.560, -15.834], [-15.653, -1.360, -16.084], [-15.023, -3.367, -16.475], [-18.620, -4.795, -12.057], [-19.236, -2.549, -12.930], [-17.849, -1.513, -14.653], [-15.190, -4.820, -14.573], [-16.615, -6.010, -13.075], [-25.491, -4.680, -14.966], [-25.114, -3.330, -15.121], [-24.084, -2.808, -14.444], [-23.280, -3.670, -13.651], [-23.571, -5.035, -13.566], [-24.741, -5.463, -14.167], [-22.156, -3.071, -12.913], [-21.899, -1.879, -13.050], [-21.553, -3.831, -12.156], [-26.273, -5.127, -15.530], [-25.678, -2.681, -15.732], [-23.746, -1.811, -14.605], [-22.860, -5.703, -13.116], [-24.942, -6.504, -14.027], [-18.497, -1.605, -19.468], [-19.848, -1.877, -19.687], [-20.527, -2.776, -18.913], [-19.828, -3.308, -17.849], [-18.497, -3.143, -17.625], [-17.797, -2.288, -18.455], [-20.601, -4.176, -16.917], [-21.752, -4.441, -17.147], [-20.046, -4.554, -15.889], [-17.998, -0.923, -20.161], [-20.311, -1.405, -20.584], [-21.540, -3.018, -19.179], [-17.967, -3.660, -16.870], [-16.748, -2.147, -18.356]], "mulliken_charge": [-0.5421, -0.6311, -0.3580, -0.0740, -0.4332, -1.0414, 1.2529, -0.4933, -0.2614, 0.4735, 0.4326, 0.4353, 0.8412, 0.4370, -0.9776, -0.3605, 0.1575, -0.1162, -0.8305, -0.4651, 0.8760, -0.1933, -0.6230, 0.4578, 0.3966, 0.6748, 0.4369, 0.5531, -0.7975, -0.3532, -0.3008, 0.2932, -0.7533, -0.3246, 1.2417, -0.6276, -0.6581, 0.4336, 0.3995, 0.4722, 0.5264, 0.4628, -0.3628, -0.5604, -0.4952, 0.0567, -0.4854, -0.3879, 1.0286, -0.5000, -0.6331, 0.3776, 0.4545, 0.4153, 0.6536, 0.3388, 0.4497, -1.3364, -0.6485, -0.5483, -0.7914, 0.0900, 1.3000, -0.6851, -0.5536, 0.2346, 0.4684, 0.6466, 0.9201, 0.6023, -0.5753, -0.6058, -0.4363, -0.0160, -0.3510, -0.0013, 1.1206, -0.6482, -0.6368, 0.4528, 0.3463, 0.4820, 0.5418, 0.3056, -0.1089, 0.6249, 0.7727, -0.0465, -1.1269, -0.8429, 1.0211, -0.4957, -0.6485, 0.3628, -0.3749, -0.2033, 0.6346, 0.4856, -1.3158, -0.7556, -0.6833, -0.3257, -0.0160, 0.4674, 1.1957, -0.6742, -0.5755, 0.6282, 0.3973, 0.5566, 0.3787, 0.7265, -0.3552, -0.1628, -0.6004, -0.2166, -0.7303, -0.3567, 1.2338, -0.6234, -0.6706, 0.4700, 0.4581, 0.5072, 0.5786, 0.5080, -0.3134, -0.0695, -0.7771, 0.2137, -0.9025, -0.4978, 1.1518, -0.7251, -0.6171, 0.3860, 0.4000, 0.7000, 0.5588, 0.4314, -0.3720, 0.7080, 0.0865, -0.6844, -0.3994, -1.2293, 1.0528, -0.5976, -0.5903, 0.2655, 0.1401, 0.5878, 0.4862, 0.5805, -0.2973, -1.1821, 0.1458, -0.1359, -0.0231, 0.1485, 0.4361, 0.0684, -0.1396, 0.9450, 0.3903, 0.1437, -0.0795, -0.3703, -0.8713, -0.2935, -0.4871, 0.0573, -0.6522, -0.3599, 1.0633, -0.6376, -0.5563, 0.4212, 0.3639, 0.4625, 0.8340, 0.4683], "lumo_energy_ha": -0.05791, "total_charge": 0, "spin_multiplicity": 1}


Verdict on stability: A comes out on top.